Molecular formula: C4H13N3
Method: DFT, the ωB97M-V functional and the def2-TZVPD basis

```
20
Properties=species:S:1:pos:R:3
C 0.25192 0.55508 -1.24532
C -0.02813 -1.46671 0.43562
C -0.19626 -1.63504 1.87023
C 0.33947 0.94851 1.66457
N -0.25459 0.06297 0.06269
N -0.27360 1.89230 -1.44771
N -0.11387 -0.21352 -2.41364
H -1.25366 0.25883 0.11433
H 1.34696 0.50278 -1.15688
H 0.25975 -1.15300 -2.37337
H 0.08831 2.54741 -0.76552
H -0.01542 2.21896 -2.37147
H -1.12324 -0.26041 -2.50710
H 0.98799 -1.68730 0.10202
H -0.72677 -2.02332 -0.20172
H 0.58765 -2.14978 2.41372
H -1.20096 -1.83211 2.23335
H -0.33407 0.90086 2.50580
H 0.31917 1.93094 1.19676
H 1.33936 0.60255 1.88366
```

Properties
HOMO-LUMO gap   6.47 eV
Relative energy (zero: lowest compared OMol25 entry of this formula, charge and spin)   110.9 kcal/mol
Strongest force on any atom   0.0359 hartree/bohr
HOMO   -5.655 eV